Record 1
ORCA calculation (the ωB97M-V functional and the def2-TZVPD basis) on C38H100NO20Y as an isolated structure at a distorted geometry.

The value obtained for the energy above the lowest of the compared OMol25 structures with the same formula, charge and spin is 207.90 kcal/mol. Its charge is +2.

The geometry in XYZ format:
```
160
Properties=species:S:1:pos:R:3:forces:R:3
Y -5.0247 3.7407 1.4447 0.141 0.121 0.598
C -0.5178 -1.2133 2.5644 0.086 0.828 0.657
C 0.5602 -0.2471 1.9655 2.241 -1.925 -0.239
C 1.8608 -1.1408 1.6467 -0.905 -1.695 -0.203
C 1.8923 -1.7021 0.2247 0.788 -0.650 0.739
C 1.8101 -0.6331 -0.7824 -0.848 -0.080 0.217
C 0.3869 0.0050 -0.6695 2.516 1.843 -1.553
N 0.0544 0.4080 0.7699 -8.769 1.490 -0.348
O -1.1937 1.0573 0.9801 8.096 -3.564 -1.737
C -0.6824 -0.9270 -1.2932 -0.235 0.517 0.763
C 0.6085 1.3409 -1.5127 -1.794 -0.397 0.909
C 0.9567 0.7956 2.9239 0.093 1.744 2.225
H -0.9210 -1.9403 1.8594 -0.125 0.306 0.041
H -1.2318 -0.5874 3.0997 -0.618 -0.121 -0.654
H -0.0415 -1.7395 3.3917 0.350 -0.159 -0.330
H 1.7495 -2.1048 2.1430 -0.592 0.258 0.862
H 2.8242 -0.8722 2.0801 -0.144 1.211 -0.490
H 1.0734 -2.4133 0.1167 -0.334 0.129 -0.101
H 2.7456 -2.3633 0.0732 0.356 0.289 0.216
H 1.9295 -1.0725 -1.7727 -0.330 0.352 -0.185
H 2.5917 0.1187 -0.6730 -0.035 0.042 0.170
H -0.8809 -1.7020 -0.5530 -0.324 -0.165 -0.374
H -0.3098 -1.3683 -2.2176 0.419 0.010 0.237
H -1.5952 -0.4096 -1.5885 -0.026 0.128 0.453
H 1.1815 2.1293 -1.0245 0.082 -0.330 0.304
H -0.4240 1.6771 -1.6072 0.223 0.605 -0.774
H 1.1134 1.0860 -2.4445 -0.424 -0.055 0.016
H 1.7681 1.4303 2.5676 0.231 -0.349 0.084
H 1.1865 0.3263 3.8805 0.756 -0.283 -0.225
H 0.2030 1.4911 3.2933 -0.655 -0.051 -0.738
C 3.1643 -3.1743 -8.3935 -0.054 0.050 -1.100
C 2.0847 -2.7236 -7.4384 0.966 0.913 0.466
C 1.2401 -1.6399 -8.0340 -0.405 2.149 -0.110
O 1.2306 -3.7763 -7.1037 0.072 -1.095 -0.011
H 3.5418 -2.3318 -8.9729 0.055 0.028 0.077
H 2.6144 -3.7895 -9.1057 0.244 -0.211 -0.551
H 4.0326 -3.7486 -8.0706 -0.318 0.001 0.624
H 2.5554 -2.4012 -6.5096 -0.027 0.392 0.132
H 1.7518 -0.8142 -8.5284 0.754 -0.298 -0.250
H 0.7597 -1.0501 -7.2533 -0.558 -0.456 0.296
H 0.4805 -1.9441 -8.7541 0.064 -0.526 0.202
H 1.4767 -4.3765 -7.8114 -0.791 -0.923 0.247
C 3.7850 -9.5221 2.8396 -0.961 0.115 1.263
C 2.7439 -8.8900 1.9375 1.508 0.934 0.001
C 2.3343 -7.4498 2.2962 -0.757 -0.741 0.784
O 3.3724 -8.7404 0.6739 -0.591 -0.776 -1.404
H 3.4014 -9.4997 3.8597 0.167 0.283 0.353
H 4.7076 -8.9438 2.7899 0.166 -0.340 0.049
H 3.8931 -10.5951 2.6814 0.425 0.211 -0.628
H 1.9104 -9.5895 1.8745 -0.199 0.356 -0.457
H 3.1744 -6.7596 2.2178 0.127 -0.097 -0.143
H 1.9504 -7.3593 3.3123 -0.066 -0.060 0.140
H 1.5322 -7.1541 1.6200 0.139 0.168 -0.096
H 4.0841 -8.1013 0.7547 0.046 -0.043 0.142
C -3.4953 2.5257 -9.0015 -0.261 -0.757 -1.604
C -2.5373 3.4549 -8.3409 0.810 -0.407 0.205
C -1.6972 4.2979 -9.3335 0.259 0.056 1.210
O -3.2197 4.3436 -7.5162 -0.761 1.936 0.708
H -3.0123 1.5636 -9.1729 0.058 -0.060 -0.254
H -3.7071 2.9701 -9.9740 -0.418 -0.314 -0.179
H -4.4483 2.2912 -8.5274 0.185 0.432 0.459
H -1.8818 2.8399 -7.7243 0.505 0.090 0.078
H -0.9613 3.7387 -9.9113 -0.458 -0.282 -0.231
H -1.0869 4.9552 -8.7141 0.035 0.153 0.072
H -2.3061 4.9621 -9.9468 -0.156 -0.354 -0.146
H -3.3343 4.0875 -6.5981 0.215 -0.490 -0.301
C 8.1889 2.4777 -3.9205 -1.471 0.104 0.125
C 7.9504 1.1608 -3.1100 -2.041 1.677 -4.161
C 7.2880 0.0973 -4.0944 0.292 0.423 1.730
O 9.1866 0.7826 -2.7849 2.385 -1.632 2.204
H 7.2137 2.8978 -4.1667 -0.162 0.245 0.006
H 8.6678 2.3579 -4.8923 0.249 -0.568 0.191
H 8.7409 3.2435 -3.3756 0.038 -0.262 0.253
H 7.3093 1.3651 -2.2525 -0.152 0.033 0.163
H 6.3455 0.4768 -4.4891 0.280 0.035 -0.544
H 7.0355 -0.8181 -3.5594 -0.055 -0.078 0.347
H 8.0617 -0.2268 -4.7904 -0.326 0.483 -0.456
H 9.0482 0.2988 -1.9673 0.972 -0.480 0.169
C -9.5112 -2.9943 -4.0040 -0.392 -0.791 -0.001
C -7.9925 -2.8029 -4.3079 -1.868 1.716 -0.018
C -7.8420 -2.2203 -5.6985 0.352 -1.309 -0.799
O -7.5163 -1.8340 -3.3891 0.501 0.388 1.355
H -9.7938 -3.0845 -2.9551 0.690 -0.100 0.254
H -9.9515 -3.8771 -4.4676 0.405 -0.329 -0.179
H -10.1923 -2.2170 -4.3503 0.641 0.587 -0.304
H -7.4015 -3.7064 -4.1580 -0.196 -0.124 -0.163
H -8.5685 -1.4672 -6.0037 -0.077 0.016 0.476
H -7.9587 -3.0662 -6.3759 -0.046 0.122 -0.413
H -6.8347 -1.8413 -5.8711 0.116 0.043 0.075
H -7.1949 -1.0446 -3.8309 -0.108 -0.208 -0.251
C 1.3870 4.2698 8.7076 0.762 2.398 1.820
C 2.0648 4.8949 10.0379 -0.251 -0.394 -0.520
O 3.1710 5.8270 9.8087 -1.147 -1.405 -0.147
O 0.5792 5.3726 8.1021 1.371 -2.139 0.861
H 0.8423 3.3819 9.0287 -0.405 0.259 -0.460
H 2.2470 4.0383 8.0793 -0.253 -0.318 -0.374
H 2.3677 4.0522 10.6593 0.388 -0.061 -0.024
H 1.3623 5.4466 10.6627 -0.393 -0.006 -0.410
H 3.9449 5.2686 9.9131 0.380 0.314 -0.171
H 1.2426 6.0096 8.3772 -0.466 1.328 -0.599
C 8.5427 0.6487 2.5441 0.847 -0.666 -1.110
C 8.1180 -0.7721 2.2046 0.179 0.043 -0.223
O 9.1426 -1.4999 1.5285 0.048 0.000 0.637
O 9.4942 0.7673 3.5441 0.030 0.030 2.289
H 7.6516 1.1974 2.8489 0.193 0.328 -0.089
H 9.0745 1.0487 1.6809 -0.953 0.351 -0.751
H 7.2761 -0.7608 1.5124 -0.337 0.228 0.143
H 7.8555 -1.3121 3.1144 -0.301 0.104 0.126
H 9.4072 -2.1448 2.1886 0.520 -0.247 -0.394
H 10.3723 0.4201 3.3709 -0.240 -0.153 -0.653
C -2.3648 6.7846 3.2370 1.769 2.947 0.200
C -2.6174 7.5899 1.9042 -0.591 -1.564 2.716
O -2.8554 6.5527 0.9677 0.186 -0.100 -1.029
O -3.4183 5.9688 3.5640 -1.720 -1.612 -0.135
H -2.2825 7.4793 4.0729 0.032 0.824 -0.225
H -1.4074 6.2793 3.3640 0.191 -0.411 -1.069
H -1.8425 8.3329 1.7152 0.246 -0.495 -0.413
H -3.5524 8.1225 2.0780 -0.056 0.195 -0.134
H -2.4838 6.7981 0.1172 -0.040 -0.025 -0.208
H -3.4766 6.0358 4.5199 -0.484 -0.393 0.034
C -7.3970 -0.1329 2.8539 -1.480 -1.496 -0.090
C -7.3532 0.7200 4.0792 -0.186 0.298 1.143
O -6.1602 1.4177 4.0339 2.356 1.712 -0.148
O -6.8729 0.5078 1.7131 0.429 0.919 -0.364
H -8.4396 -0.3703 2.6424 -0.248 -0.109 0.154
H -6.8977 -1.0991 2.9270 0.259 0.022 0.664
H -7.3090 0.2545 5.0639 -0.703 -1.230 -0.441
H -8.1680 1.4323 4.2087 -0.352 0.003 -0.707
H -5.7303 1.3415 4.8889 0.120 0.214 -0.134
H -7.0262 -0.1337 1.0155 0.076 0.216 -0.408
C -5.7401 -5.3479 0.9147 -0.330 -0.419 0.349
C -6.2621 -5.7076 2.3041 2.113 -0.908 0.500
O -7.5767 -5.5457 2.5611 -3.201 1.526 -0.940
O -6.4183 -6.0683 -0.1009 0.222 0.838 0.039
H -4.6839 -5.6165 0.8932 0.064 -0.360 0.130
H -5.7108 -4.2724 0.7401 -0.531 0.262 -0.116
H -5.6984 -5.0764 2.9911 0.646 -0.166 0.347
H -6.0570 -6.7685 2.4476 0.754 -0.101 0.098
H -7.9430 -5.9455 3.3533 0.657 -0.234 -0.070
H -7.0755 -5.4359 -0.4004 -0.394 -0.412 -0.345
C 0.0282 8.0114 -4.6864 -0.301 0.492 -0.694
C 1.4545 7.4831 -4.8421 -1.592 0.134 1.099
O 1.3463 6.2138 -5.4692 0.878 0.318 -0.298
O -0.7938 7.2492 -3.8075 0.282 -0.641 0.627
H -0.4426 7.8789 -5.6605 0.260 0.465 -0.411
H -0.0458 9.0589 -4.3943 0.412 0.140 -0.023
H 1.9322 7.4048 -3.8655 0.074 -0.178 0.228
H 2.0135 8.2583 -5.3662 0.089 -0.570 -0.693
H 0.5356 5.8236 -5.1343 -0.097 -0.092 0.093
H -1.6955 7.4001 -4.1002 -0.045 -0.087 0.078
C 0.7978 -1.7879 11.2211 -0.714 -0.393 0.542
C 0.9123 -3.0518 10.3768 0.568 -0.214 0.796
O 2.0672 -3.8932 10.8005 -1.597 1.323 -0.822
O 1.8750 -0.9207 10.9761 0.597 0.124 0.381
H 0.6673 -2.0586 12.2688 0.678 -0.202 0.259
H -0.1043 -1.1908 11.0873 -0.464 -0.388 -0.855
H 0.9523 -2.6983 9.3465 0.436 -0.456 -0.252
H 0.0239 -3.6725 10.4937 0.004 0.027 0.037
H 2.7605 -3.7435 10.1535 0.144 0.042 0.081
H 2.3064 -0.7985 11.8249 0.347 0.148 -0.169
```
Positions in Å, forces in eV/Å.

Record 2
ORCA calculation (the ωB97M-V functional and the def2-TZVPD basis) on a 15-piece molecular cluster, C38H106FO15P overall.

Its charge is 0.

The geometry in XYZ format:
```
161
Properties=species:S:1:pos:R:3:forces:R:3
C 1.9586 -2.7249 -3.0080 0.207 0.199 -0.001
C 2.6503 -1.3677 -3.2148 0.074 -0.165 -0.281
C 1.7162 -0.1546 -3.2549 0.079 -0.057 0.133
C 0.6808 -0.1042 -2.1327 0.019 0.161 0.020
C 1.2321 0.3816 -0.7914 -0.025 0.006 0.050
C 1.8985 1.7616 -0.8661 -0.245 -0.134 -0.180
C 1.7633 2.6247 0.3960 0.344 -0.254 0.005
C 1.8641 1.8543 1.7225 0.009 0.321 -0.007
P 3.6151 1.5635 2.1929 -0.094 0.100 0.056
F 3.7201 -0.0418 2.0217 0.109 -0.104 -0.079
C 3.4282 1.5927 4.0406 0.010 -0.236 0.042
O 2.7055 0.4776 4.5211 -0.158 0.107 0.021
C 3.4651 -0.3894 5.3309 0.075 -0.034 -0.033
H 2.4487 -3.4972 -3.6003 0.004 -0.069 0.039
H 0.9147 -2.6832 -3.3170 -0.040 -0.078 -0.018
H 2.0015 -3.0368 -1.9648 -0.174 -0.022 0.043
H 3.4279 -1.2213 -2.4625 -0.054 -0.013 0.107
H 3.1800 -1.4092 -4.1698 0.065 0.123 0.004
H 2.3354 0.7431 -3.2020 -0.043 0.078 -0.108
H 1.2190 -0.1113 -4.2269 -0.098 -0.146 0.013
H 0.2209 -1.0839 -1.9901 -0.021 -0.026 -0.044
H -0.1344 0.5624 -2.4303 0.032 0.076 0.010
H 0.3918 0.4341 -0.0939 -0.061 -0.060 -0.003
H 1.9250 -0.3598 -0.3814 0.008 -0.008 0.057
H 1.4165 2.3046 -1.6802 0.120 0.158 -0.003
H 2.9491 1.6645 -1.1510 0.049 -0.079 0.098
H 2.5848 3.3470 0.3836 -0.142 0.199 -0.033
H 0.8484 3.2125 0.3431 -0.142 -0.139 0.064
H 1.3057 0.9201 1.7176 0.048 -0.090 0.043
H 1.4339 2.4607 2.5244 0.001 0.030 0.012
H 2.8887 2.5049 4.3130 0.090 0.129 -0.052
H 4.4224 1.6490 4.4926 0.020 -0.034 0.049
H 2.8524 -1.2652 5.5271 -0.035 -0.026 0.025
H 4.3829 -0.7071 4.8280 0.010 -0.031 -0.042
H 3.7318 0.0835 6.2817 -0.001 0.023 0.035
C -0.0806 6.8181 -2.1202 -0.033 -0.024 0.058
C 0.7328 5.6049 -2.5314 -0.126 -0.060 0.028
O 0.3154 4.4208 -1.8599 0.083 0.080 -0.038
H -0.0076 6.9726 -1.0427 0.026 0.012 -0.002
H 0.2767 7.7162 -2.6271 0.008 -0.003 -0.008
H -1.1334 6.6771 -2.3701 0.009 0.013 -0.035
H 1.7827 5.7395 -2.2711 0.020 -0.015 -0.021
H 0.6730 5.4590 -3.6162 0.048 0.030 -0.015
H -0.6083 4.2642 -2.0855 -0.156 0.153 -0.073
C 5.7071 -2.5231 -1.1949 0.069 0.068 -0.056
C 5.8426 -3.5780 -2.2744 0.026 -0.079 0.081
O 7.1230 -3.5421 -2.9037 0.048 0.225 -0.070
H 5.8719 -1.5288 -1.6114 -0.038 0.006 -0.007
H 4.7130 -2.5540 -0.7467 0.006 -0.002 0.027
H 6.4440 -2.6757 -0.4027 -0.038 -0.050 0.027
H 5.1166 -3.4080 -3.0687 0.005 -0.005 -0.022
H 5.6651 -4.5768 -1.8639 -0.053 -0.007 -0.034
H 7.7894 -3.7087 -2.2301 0.024 -0.019 0.012
C -3.9537 2.5457 -1.1885 -0.022 0.006 -0.078
C -2.9012 3.6195 -1.0131 -0.088 -0.002 0.000
O -2.6835 4.3781 -2.2055 0.069 -0.209 0.117
H -3.6754 1.8647 -1.9929 0.026 -0.023 0.026
H -4.0594 1.9700 -0.2680 0.000 -0.024 -0.008
H -4.9232 2.9836 -1.4395 -0.001 0.015 0.044
H -1.9407 3.1667 -0.7660 0.010 0.014 0.037
H -3.1724 4.2946 -0.1950 0.041 -0.012 0.026
H -3.5023 4.8208 -2.4574 0.043 0.083 -0.060
C -3.6296 0.5653 3.2635 0.108 0.091 0.013
C -3.6416 -0.4384 2.1296 0.098 0.019 0.083
O -2.5122 -0.2911 1.2695 -0.057 0.026 -0.083
H -3.6042 1.5830 2.8674 -0.032 0.000 -0.008
H -4.5097 0.4548 3.8968 -0.017 -0.030 -0.036
H -2.7428 0.4333 3.8883 -0.030 -0.027 0.038
H -4.5169 -0.2949 1.4964 -0.001 -0.023 -0.029
H -3.6773 -1.4592 2.5247 -0.063 -0.001 -0.002
H -1.7205 -0.4258 1.7989 0.036 0.010 0.013
C -4.1557 4.7317 -6.4026 -0.038 -0.026 0.106
C -3.5228 5.9877 -5.8364 0.034 -0.090 0.006
O -3.2302 5.8655 -4.4465 -0.047 0.016 -0.044
H -5.0743 4.4931 -5.8658 -0.033 0.026 -0.043
H -4.3986 4.8596 -7.4580 0.005 0.001 -0.007
H -3.4773 3.8802 -6.3075 0.027 0.018 -0.037
H -4.2048 6.8331 -5.9231 0.008 0.023 0.005
H -2.6087 6.2382 -6.3850 -0.024 0.041 -0.023
H -2.6133 5.1336 -4.3313 0.031 0.003 0.029
C -6.9208 1.4529 7.0933 0.014 -0.132 -0.094
C -6.6897 1.5819 5.6008 -0.098 -0.062 0.009
O -6.6524 0.3136 4.9418 0.082 -0.032 0.047
H -6.1429 0.8340 7.5465 0.020 0.031 0.022
H -6.9131 2.4241 7.5848 0.005 0.006 0.021
H -7.8836 0.9759 7.2989 -0.016 0.039 0.014
H -5.7217 2.0390 5.4099 -0.014 0.022 -0.004
H -7.4648 2.2100 5.1472 0.032 0.038 0.008
H -7.4949 -0.1295 5.0767 -0.026 -0.007 0.026
C -2.8178 4.8878 4.0409 0.032 -0.078 0.015
C -4.1041 4.3114 4.6007 0.080 0.032 0.069
O -3.8634 3.3493 5.6234 -0.007 0.040 -0.069
H -2.1859 4.0907 3.6478 -0.011 -0.004 -0.022
H -3.0241 5.5989 3.2396 -0.007 0.011 0.003
H -2.2556 5.4080 4.8199 -0.015 0.035 -0.010
H -4.6539 3.7816 3.8225 -0.029 -0.012 0.010
H -4.7483 5.1113 4.9822 -0.028 0.001 -0.045
H -3.3874 3.7811 6.3388 0.031 -0.026 0.034
C -8.7475 1.5788 11.0838 0.012 0.003 -0.081
C -7.6769 2.6531 11.1090 -0.075 0.021 -0.031
O -7.5649 3.3320 9.8613 0.018 -0.004 0.054
H -8.5389 0.8545 10.2958 0.016 -0.013 0.014
H -8.7960 1.0527 12.0380 -0.002 0.008 0.010
H -9.7295 2.0154 10.8868 -0.008 0.002 0.039
H -6.6980 2.2122 11.2924 0.021 0.015 -0.001
H -7.8753 3.3724 11.9106 0.030 -0.023 0.031
H -8.4103 3.7503 9.6734 -0.018 0.023 -0.012
C -8.1443 6.3101 -3.8827 0.026 -0.074 -0.014
C -7.8415 6.5788 -5.3445 -0.074 -0.053 0.012
O -7.8316 5.3866 -6.1232 0.078 0.034 0.023
H -7.4153 5.6135 -3.4675 0.018 0.018 0.003
H -8.1166 7.2329 -3.3017 -0.007 0.009 -0.006
H -9.1360 5.8660 -3.7681 -0.016 0.035 0.007
H -6.8466 7.0094 -5.4531 0.009 0.005 -0.022
H -8.5619 7.2918 -5.7596 0.031 0.039 0.010
H -8.7020 4.9823 -6.0649 -0.023 -0.024 -0.007
C 8.1760 -6.3820 -6.4152 0.083 0.120 0.054
C 7.1272 -6.6426 -5.3496 0.014 0.186 0.033
O 7.4681 -6.0614 -4.1008 0.111 -0.161 -0.170
H 9.1448 -6.7687 -6.1027 -0.010 -0.070 -0.031
H 7.9043 -6.8583 -7.3590 0.004 -0.006 -0.005
H 8.2840 -5.3057 -6.5841 -0.074 0.001 -0.021
H 7.0287 -7.7136 -5.1704 -0.019 -0.007 0.010
H 6.1519 -6.2643 -5.6794 -0.017 -0.082 -0.047
H 7.5384 -5.1025 -4.2079 -0.177 -0.037 0.221
C 8.0752 -10.3939 -8.2678 0.011 0.042 0.066
C 9.0286 -9.3699 -8.8536 0.044 -0.067 0.057
O 9.8998 -8.8200 -7.8702 -0.019 0.012 -0.054
H 7.4828 -9.9470 -7.4687 -0.014 0.009 -0.015
H 7.3983 -10.7798 -9.0312 0.007 -0.005 -0.010
H 8.6258 -11.2372 -7.8444 -0.004 -0.021 -0.032
H 8.4756 -8.5250 -9.2636 0.016 0.019 -0.015
H 9.6127 -9.8114 -9.6679 -0.034 0.018 -0.037
H 10.4193 -9.5379 -7.4967 0.027 -0.008 0.022
C -4.6008 -2.4670 7.7641 -0.010 -0.022 -0.054
C -3.5728 -1.3679 7.9489 -0.126 0.060 -0.074
O -3.3418 -0.6406 6.7490 0.039 -0.016 0.021
H -4.2804 -3.1469 6.9755 0.000 -0.034 0.024
H -4.7330 -3.0375 8.6846 0.006 -0.007 0.002
H -5.5699 -2.0538 7.4729 0.009 0.045 0.036
H -2.6094 -1.7935 8.2291 0.011 0.002 0.019
H -3.8836 -0.6856 8.7491 0.033 -0.021 0.039
H -4.1757 -0.2470 6.4685 -0.006 -0.001 -0.094
C -0.6809 -5.0162 5.3372 0.003 -0.060 0.059
C -1.6667 -4.4121 6.3188 0.126 0.057 0.047
O -1.5391 -4.9683 7.6255 -0.081 -0.011 -0.052
H -0.8146 -6.0968 5.2820 -0.016 0.001 -0.018
H -0.8147 -4.5950 4.3400 0.001 0.018 0.003
H 0.3471 -4.8220 5.6525 0.006 0.037 -0.027
H -2.6889 -4.6195 6.0056 -0.018 -0.011 0.023
H -1.5461 -3.3242 6.3654 -0.054 0.012 -0.076
H -0.6473 -4.7893 7.9369 0.026 -0.006 0.026
C 11.8230 -4.8065 -8.7145 -0.024 -0.004 -0.027
C 10.8170 -3.7038 -8.4389 0.013 -0.154 0.082
O 9.5714 -3.9566 -9.0795 0.068 0.060 0.013
H 11.9849 -4.9087 -9.7880 0.019 0.019 -0.002
H 12.7801 -4.5951 -8.2346 -0.005 0.002 0.012
H 11.4568 -5.7650 -8.3383 0.016 0.005 0.033
H 11.1787 -2.7502 -8.8215 -0.074 0.019 -0.054
H 10.6616 -3.5892 -7.3601 0.056 0.028 0.009
H 9.2449 -4.7912 -8.7290 -0.098 -0.033 -0.036
```
Positions in Å, forces in eV/Å.

Total energy (Eh)
-3104.55960 -3081.08880